<1>
A 2-piece molecular cluster, C6H14NO overall, computed with wB97M-V/def2-TZVPD.

ORCA input file:
```
! RIJCOSX wB97M-V def2-TZVPD def2/J DEFGRID3
* xyz 0 2
C -2.4821 2.5315 0.5464
C 1.8000 -0.6655 -0.5400
H 1.2137 -0.2614 -1.2943
H -1.6951 1.5574 2.2151
C -1.5433 1.8338 1.1775
H -0.1620 1.7961 -0.4437
H 2.5142 -0.2257 1.4475
H 0.1967 -1.9713 -0.7754
H 0.3353 0.3896 2.2666
H 1.5026 -2.8317 -0.5355
H 2.4776 1.1325 0.4042
H -1.1674 -2.8105 -3.2603
O -1.1211 -2.3800 -2.4007
N 1.0318 -1.9501 -0.1835
H 2.7332 -0.9802 -1.0044
C 1.9117 0.2250 0.6679
H -1.9802 -2.4627 -1.9744
H -3.3751 2.8833 1.0507
C 0.5696 0.6430 1.2372
H 0.7276 -2.0072 0.8199
H -2.4814 2.8916 -0.4793
C -0.2662 1.4447 0.5767
*
```

The value obtained for the frontier orbital gap (alpha / beta) is 3.91 / 9.22 eV. Its LUMO energy (alpha / beta) is 0.709 / 0.515 eV. The highest occupied orbital energy (alpha / beta) comes out at -3.202 / -8.706 eV.



<2>
One molecule with the formula C6H14NO, computed with wB97M-V/def2-TZVPD.

ORCA input file:
```
! RIJCOSX wB97M-V def2-TZVPD def2/J DEFGRID3
* xyz 0 2
H 3.6230 0.0293 0.2782
H 2.2338 0.1483 1.5003
H 0.4535 1.1387 1.0642
H -1.3622 1.7454 -0.7205
C -0.5388 1.0583 -0.9344
N 1.9282 1.0656 -0.3993
H -1.5501 -0.4788 -2.0195
H -2.8751 -0.2650 0.1576
H -0.3505 -1.8522 0.9850
H -0.0718 -0.9704 -0.9949
C -1.1863 -1.2420 1.3136
H -0.2335 1.3421 -1.9458
H 2.0784 0.9788 -1.4007
C 2.5427 -0.1538 0.4970
C 0.6092 1.4477 0.0217
O 2.0834 -1.2579 0.0279
H -1.8514 -1.7395 2.0104
H -2.3560 -1.8927 -0.2266
H 0.5549 2.5475 0.1085
H -0.7365 -0.3502 1.7345
C -1.9905 -0.9081 0.0242
C -1.0044 -0.3912 -1.0812
*
```

The value obtained for the frontier orbital gap (alpha / beta) is 10.95 / 7.53 eV. Its LUMO energy (alpha / beta) is 1.100 / -1.832 eV. The highest occupied orbital energy (alpha / beta) comes out at -9.850 / -9.362 eV.



Of all the structures shown, which is most stable? <2>, and <1> is the least stable.